Version P
8
Properties=species:S:1:pos:R:3 method="wB97M-V/def2-TZVPD" gap_ev="6.93 / 6.92" charge=0 lumo_energy_ev="-0.95 / -0.99" e_homo_ha="-0.290 / -0.291"
N 0.185 -0.810 -1.106
N -0.505 0.899 0.501
N 1.094 -0.527 1.545
P -0.710 -1.084 -2.508
P 0.611 1.016 1.745
P -0.326 -0.909 0.475
H 0.967 -0.190 -1.087
H -1.316 1.605 0.434

---

Version Q
8
Properties=species:S:1:pos:R:3 method="wB97M-V/def2-TZVPD" gap_ev="6.11 / 6.12" charge=0 lumo_energy_ev="-1.95 / -1.94" e_homo_ha="-0.296 / -0.296"
N -1.877 -0.508 -0.334
N 0.625 -0.566 -0.796
N 0.702 1.577 0.634
P -2.350 0.935 -0.373
P 1.206 0.923 -0.708
P -0.447 -1.426 -0.049
H 0.830 2.540 0.968
H -0.559 -2.379 -1.057

---

Each structure's energy above the most stable one, in kJ/mol: version P 0.0; version Q 36.0.

---

Version P
16
Properties=species:S:1:pos:R:3 method="wB97M-V/def2-TZVPD" gap_ev=8.37 charge=-1 lumo_energy_ev=4.02 e_homo_ha=-0.160
O -0.651 -1.687 -0.414
C 0.329 -0.992 -0.791
O 1.436 -1.334 -1.214
C 0.170 0.559 -0.652
C 1.129 1.035 0.469
C 0.748 2.419 1.018
H -0.814 0.981 -0.510
H 0.507 1.068 -1.557
H 2.138 0.991 0.082
H 1.083 0.258 1.236
H 1.250 3.189 0.431
H -0.314 2.606 0.861
H 0.922 2.458 2.093
H -3.344 -0.726 0.583
H -1.830 -0.820 0.595
O -2.597 -0.417 1.080

---

Version Q
16
Properties=species:S:1:pos:R:3 method="wB97M-V/def2-TZVPD" gap_ev=9.04 charge=-1 lumo_energy_ev=4.34 e_homo_ha=-0.173
O 1.508 0.799 -1.579
C 1.168 1.920 -1.063
O 0.301 2.053 -0.137
H 1.662 2.853 -1.403
C -0.844 -0.746 -0.651
O -0.212 -1.183 -1.830
C 0.063 -0.993 0.585
C -0.471 -0.217 1.775
H -1.100 0.319 -0.614
H -1.769 -1.276 -0.546
H 0.473 -0.461 -1.925
H 0.019 -2.083 0.816
H 1.075 -0.755 0.326
H -1.493 -0.622 1.973
H 0.143 -0.453 2.671
H -0.523 0.845 1.603

---

Version R
16
Properties=species:S:1:pos:R:3 method="wB97M-V/def2-TZVPD" gap_ev=7.85 charge=-1 lumo_energy_ev=3.80 e_homo_ha=-0.149
C -1.345 -1.213 -0.198
O -2.693 -1.751 -0.144
C -1.162 -0.638 -1.577
H -1.160 -0.416 0.516
H -0.599 -1.989 -0.012
H -2.846 -2.109 0.732
H -1.817 0.214 -1.771
H -0.135 -0.299 -1.678
H -1.350 -1.418 -2.326
O 0.188 1.628 0.279
C 1.195 0.946 0.588
O 1.272 -0.313 0.524
C 2.399 1.704 1.154
H 3.073 0.979 1.610
H 2.924 2.270 0.384
H 2.057 2.407 1.919

---

Version S
16
Properties=species:S:1:pos:R:3 method="wB97M-V/def2-TZVPD" gap_ev=4.55 charge=-1 lumo_energy_ev=2.61 e_homo_ha=-0.071
O -0.460 2.464 -1.289
C 0.035 1.958 -2.249
O 1.378 2.082 -2.584
H -0.524 1.348 -3.009
H 1.534 2.017 -3.520
C -0.317 -2.176 1.133
O -0.321 -2.197 2.446
C 0.274 -0.820 0.629
C -0.356 0.286 1.445
H -1.396 -2.224 0.747
H 0.296 -3.011 0.732
H 0.035 -0.565 -0.421
H 1.347 -0.881 0.787
H 0.053 1.337 1.248
H -0.120 0.037 2.525
H -1.458 0.347 1.379

---

Each structure's energy above the most stable one, in kJ/mol: version P 0.0; version Q 46.6; version R 53.2; version S 308.5.